The following is a DFT calculation (the ωB97M-V functional and the def2-TZVPD basis) of a structure of composition C25H27N3O8PRuS2 at a distorted geometry.

Calculated values
Lowest unoccupied orbital energy (spin up / spin down): -0.517 / -0.538 eV
Multiplicity: 2
Electronic energy: -80756.04399 eV
⟨S²⟩: 0.76

Last column: natural (NBO) charge in e.
Atoms and positions in Å:
Ru (-0.22892, 1.41141, -0.30343)  0.90
O (2.28910, 1.04729, 0.84480)  -0.73
C (2.62642, 2.21728, 1.56775)  -0.08
C (1.69372, 3.37036, 1.23065)  -0.25
N (0.27732, 2.99632, 1.39306)  -0.40
C (-0.03404, 2.62815, 2.79691)  -0.35
C (-0.50412, 1.16960, 2.95182)  0.79
O (-0.77058, 0.73212, 4.05788)  -0.66
O (-0.55143, 0.52040, 1.84891)  -0.79
C (-0.60724, 4.13982, 1.05817)  -0.34
C (-0.74199, 4.33644, -0.45333)  0.79
O (-1.00144, 5.39188, -0.98697)  -0.63
O (-0.56906, 3.22735, -1.09881)  -0.73
H (1.73336, 0.50671, 1.42226)  0.50
H (3.64646, 2.50645, 1.30373)  0.19
H (2.62239, 2.00047, 2.63948)  0.18
H (1.83349, 3.67453, 0.19023)  0.22
H (1.93879, 4.22862, 1.87363)  0.19
H (-0.85352, 3.25346, 3.14586)  0.23
H (0.80619, 2.84303, 3.46003)  0.22
H (-0.28656, 5.05293, 1.56821)  0.21
H (-1.60528, 3.88068, 1.41508)  0.24
O (-4.07895, 0.84300, -1.48733)  -0.91
S (-2.84527, 0.61408, -0.80801)  2.43
O (-1.64342, 0.44932, -1.70362)  -0.96
O (-2.42707, 1.61982, 0.18447)  -0.92
C (-2.92550, -0.93176, 0.05697)  -0.36
C (-4.18302, -1.41077, 0.38116)  -0.17
C (-4.30794, -2.60877, 1.06854)  -0.20
C (-3.17545, -3.32701, 1.40931)  -0.19
C (-1.91790, -2.84525, 1.07542)  -0.22
C (-1.76295, -1.63258, 0.41028)  -0.20
P (-0.08004, -1.06528, -0.05064)  1.13
C (1.03243, -1.89248, 1.16939)  -0.37
C (0.75577, -1.87104, 2.54022)  -0.23
C (1.63686, -2.43755, 3.44658)  -0.15
C (2.80795, -3.03640, 3.00949)  -0.21
C (3.08742, -3.07732, 1.65419)  -0.21
C (2.20443, -2.51537, 0.74335)  -0.20
C (0.22330, -2.01229, -1.59279)  -0.39
C (1.40530, -1.82805, -2.30871)  -0.20
C (1.65495, -2.53917, -3.47028)  -0.21
C (0.71568, -3.43801, -3.95236)  -0.20
C (-0.47432, -3.61392, -3.26490)  -0.23
C (-0.71791, -2.90732, -2.09698)  -0.13
H (-5.05536, -0.84465, 0.08560)  0.25
H (-5.29042, -2.98054, 1.32530)  0.22
H (-3.26555, -4.27103, 1.92958)  0.22
H (-1.04467, -3.42489, 1.33780)  0.23
H (-0.13471, -1.38266, 2.90775)  0.26
H (1.40382, -2.39342, 4.50204)  0.21
H (3.49476, -3.47495, 3.72167)  0.21
H (3.99480, -3.54527, 1.29670)  0.22
H (2.44596, -2.58471, -0.30459)  0.22
H (2.14634, -1.12171, -1.96308)  0.23
H (2.58538, -2.38526, -4.00088)  0.21
H (0.90846, -3.99516, -4.85902)  0.22
H (-1.22017, -4.30516, -3.63533)  0.22
H (-1.65934, -3.05836, -1.58666)  0.21
N (1.38215, 3.16988, -4.02775)  -0.76
C (0.66694, 2.27405, -3.34606)  0.39
N (-0.54939, 1.97459, -3.75403)  -0.75
S (1.43343, 1.50873, -2.00660)  -0.08
H (0.99343, 3.66381, -4.81391)  0.40
H (2.21490, 3.53437, -3.60149)  0.42
H (-1.03186, 2.59054, -4.38897)  0.40
H (-1.11629, 1.38055, -3.15776)  0.46